Record 1
The following is a quantum chemistry calculation of C17H48BF7N4O9SV as an isolated structure, from the Open Molecules 2025 dataset.

XYZ file:
```
88
C17H48BF7N4O9SV (ωB97M-V/def2-TZVPD)
O -3.78 -15.63 -18.85
V -5.10 -15.37 -19.74
O -4.58 -15.22 -21.22
B -6.02 -16.31 -16.52
F -4.99 -15.84 -15.73
F -6.16 -15.47 -17.68
F -5.72 -17.61 -17.02
F -7.20 -16.26 -15.78
C -6.28 -19.31 -13.88
C -5.80 -18.10 -13.12
C -6.89 -17.28 -12.47
O -7.58 -18.13 -11.61
C -8.72 -17.53 -11.04
N -4.88 -18.55 -11.99
H -5.34 -19.15 -11.29
H -4.05 -19.05 -12.33
H -4.50 -17.74 -11.48
H -5.49 -19.97 -14.23
H -6.84 -18.95 -14.75
H -6.97 -19.86 -13.24
H -5.15 -17.44 -13.70
H -7.51 -16.85 -13.26
H -6.42 -16.43 -11.93
H -9.36 -17.01 -11.76
H -8.49 -16.81 -10.25
H -9.36 -18.28 -10.57
C -10.12 -17.61 -19.68
C -9.59 -17.48 -18.27
C -10.60 -17.79 -17.19
O -9.95 -17.77 -15.92
C -10.27 -16.63 -15.15
N -8.48 -18.49 -18.07
H -8.72 -19.44 -18.37
H -7.66 -18.28 -18.64
H -8.14 -18.44 -17.10
H -9.32 -17.75 -20.41
H -10.68 -16.71 -19.95
H -10.85 -18.41 -19.77
H -9.14 -16.52 -18.03
H -11.00 -18.81 -17.28
H -11.46 -17.12 -17.21
H -10.21 -15.72 -15.75
H -9.61 -16.59 -14.29
H -11.27 -16.72 -14.70
C -1.26 -19.52 -18.60
C -2.72 -19.42 -18.28
C -3.35 -20.71 -17.83
O -4.64 -20.48 -17.37
C -5.26 -21.69 -16.94
N -2.92 -18.42 -17.14
H -2.37 -17.56 -17.27
H -3.90 -18.10 -17.03
H -2.61 -18.83 -16.25
H -0.65 -19.89 -17.77
H -0.87 -18.55 -18.91
H -1.17 -20.21 -19.44
H -3.38 -19.02 -19.05
H -2.72 -21.19 -17.06
H -3.37 -21.40 -18.69
H -6.24 -21.43 -16.54
H -4.68 -22.24 -16.20
H -5.44 -22.36 -17.78
C -7.33 -9.92 -15.84
C -6.60 -11.01 -15.10
C -6.66 -10.91 -13.60
O -7.93 -10.57 -13.16
C -7.93 -10.05 -11.83
N -7.08 -12.39 -15.56
H -6.70 -13.10 -14.92
H -8.09 -12.48 -15.39
H -6.83 -12.63 -16.53
H -7.25 -10.07 -16.91
H -6.86 -8.95 -15.65
H -8.39 -9.86 -15.56
H -5.55 -11.00 -15.37
H -5.94 -10.13 -13.32
H -6.26 -11.79 -13.06
H -8.95 -9.82 -11.55
H -7.44 -9.07 -11.84
H -7.44 -10.73 -11.14
C -3.69 -12.16 -17.45
F -4.18 -12.98 -16.48
F -3.45 -10.97 -16.93
F -2.56 -12.69 -17.90
S -4.91 -11.99 -18.81
O -4.42 -10.95 -19.62
O -4.84 -13.29 -19.53
O -6.16 -11.75 -18.12
```

Charge: +3
ΔE to the lowest compared entry with this formula, charge and spin (kcal/mol): 4.63
HOMO-LUMO gap (eV): 6.866

Record 2
The following is a quantum chemistry calculation of a 9-piece molecular cluster, C17H48Cl4O8S8 overall, from the Open Molecules 2025 dataset.

XYZ file:
```
85
C17H48Cl4O8S8 (ωB97M-V/def2-TZVPD)
C -1.82 7.52 6.56
S -0.07 7.25 6.75
O 0.64 8.59 6.64
C 0.03 6.70 8.51
H -2.17 6.49 6.67
H -2.25 7.84 5.62
H -2.30 8.22 7.25
H -0.32 7.56 9.08
H 1.06 6.60 8.84
H -0.63 5.85 8.68
C -0.49 -6.94 -4.50
S 0.52 -7.91 -3.28
O -0.50 -8.47 -2.27
C 0.86 -9.28 -4.39
H -1.18 -6.19 -4.10
H -1.04 -7.67 -5.09
H 0.25 -6.49 -5.17
H 1.72 -9.05 -5.03
H 0.02 -9.53 -5.04
H 1.05 -10.22 -3.87
C 10.03 -1.14 -1.85
S 8.60 -1.36 -0.71
O 7.62 -0.23 -1.11
C 8.03 -2.91 -1.59
H 9.81 -0.95 -2.90
H 10.58 -2.08 -1.89
H 10.64 -0.32 -1.47
H 6.98 -2.77 -1.81
H 8.11 -3.85 -1.02
H 8.55 -3.15 -2.52
C 4.53 1.58 -6.07
S 3.38 0.21 -6.30
O 2.06 0.64 -6.92
C 4.24 -0.73 -7.67
H 4.64 2.08 -7.03
H 5.50 1.16 -5.78
H 4.08 2.22 -5.31
H 4.39 0.09 -8.38
H 3.45 -1.36 -8.06
H 5.08 -1.36 -7.38
C -10.72 -2.89 -5.61
S -9.94 -3.60 -4.09
O -9.33 -2.46 -3.34
C -11.44 -4.27 -3.21
H -9.86 -3.01 -6.26
H -10.81 -1.80 -5.57
H -11.57 -3.43 -6.02
H -12.02 -3.36 -3.04
H -11.22 -4.71 -2.24
H -11.98 -5.05 -3.75
C 6.94 6.47 4.39
S 7.64 6.07 6.01
O 9.09 5.75 5.76
C 7.57 7.75 6.81
H 7.79 6.94 3.89
H 6.23 7.30 4.43
H 6.66 5.56 3.86
H 8.14 7.67 7.73
H 6.56 8.07 7.06
H 8.06 8.50 6.19
C 0.11 0.88 0.51
S -1.04 -0.08 1.56
O -1.91 1.09 2.13
C -2.05 -0.98 0.23
H 1.00 0.28 0.36
H 0.54 1.80 0.91
H -0.31 1.11 -0.47
H -2.73 -1.69 0.69
H -1.36 -1.46 -0.46
H -2.57 -0.22 -0.36
C -7.61 -4.57 5.21
S -8.52 -6.19 5.13
O -9.58 -6.21 4.05
C -7.09 -7.27 4.54
H -7.03 -4.68 6.13
H -8.34 -3.77 5.26
H -6.89 -4.44 4.40
H -7.54 -8.22 4.23
H -6.33 -7.49 5.29
H -6.66 -6.81 3.66
C -0.70 9.33 -2.40
Cl -1.70 8.29 -3.51
Cl -1.81 10.34 -1.40
Cl 0.41 8.30 -1.40
Cl 0.26 10.51 -3.39
```

ΔE to the lowest compared entry with this formula, charge and spin (kcal/mol): 55.12
HOMO-LUMO gap (eV): 8.689

Record 3
The following is a quantum chemistry calculation of a 8-piece molecular cluster, C17H49NO8S7 overall, from the Open Molecules 2025 dataset.

XYZ file:
```
82
C17H49NO8S7 (ωB97M-V/def2-TZVPD)
C 5.10 0.29 1.83
S 4.77 -1.04 0.63
O 5.22 -2.31 1.27
C 2.94 -1.15 0.54
H 4.75 1.24 1.42
H 6.12 0.34 2.19
H 4.39 0.21 2.66
H 2.66 -1.31 1.58
H 2.66 -2.12 0.12
H 2.51 -0.23 0.16
C -3.69 -2.62 -1.10
S -2.79 -3.91 -2.13
O -1.61 -4.33 -1.32
C -4.07 -5.28 -2.06
H -4.74 -2.44 -1.35
H -3.15 -1.68 -0.98
H -3.70 -3.18 -0.17
H -3.75 -6.23 -2.47
H -4.87 -4.81 -2.65
H -4.46 -5.43 -1.06
C 2.52 -4.14 -4.99
S 1.91 -2.45 -4.84
O 0.62 -2.31 -5.65
C 1.17 -2.53 -3.14
H 1.74 -4.90 -4.91
H 3.30 -4.28 -4.24
H 2.94 -4.35 -5.97
H 0.41 -3.30 -3.19
H 0.66 -1.64 -2.78
H 1.98 -2.81 -2.46
C -1.18 -4.15 1.73
S -2.55 -4.98 2.68
O -1.91 -5.99 3.60
C -2.78 -3.46 3.85
H -0.30 -4.01 2.37
H -1.51 -3.14 1.49
H -0.78 -4.76 0.91
H -3.36 -3.54 4.77
H -3.27 -2.70 3.24
H -1.76 -3.19 4.11
C 3.85 3.69 -1.12
S 2.37 4.07 -2.11
O 2.64 3.72 -3.57
C 1.11 2.83 -1.51
H 4.45 2.80 -1.29
H 3.54 3.66 -0.08
H 4.49 4.58 -1.19
H 0.35 2.66 -2.27
H 0.75 3.18 -0.54
H 1.67 1.90 -1.54
C 0.92 4.28 2.45
S 1.79 2.68 2.88
O 1.85 1.84 1.65
C 3.52 3.37 3.19
H -0.11 4.37 2.78
H 0.90 4.41 1.36
H 1.37 5.15 2.93
H 3.96 3.64 2.23
H 4.01 2.47 3.55
H 3.57 4.11 3.98
C -0.45 -0.11 0.75
S -2.15 0.15 1.37
O -2.79 -1.23 1.36
C -1.60 0.47 3.08
H -0.34 -0.69 -0.16
H 0.32 -0.46 1.45
H 0.00 0.87 0.61
H -1.20 -0.42 3.56
H -2.46 0.73 3.71
H -0.83 1.23 3.22
C -3.19 2.60 -1.57
O -2.40 1.73 -1.16
N -3.07 3.89 -1.27
C -4.12 4.83 -1.78
C -2.10 4.41 -0.32
H -3.98 2.36 -2.30
H -4.62 5.38 -0.98
H -4.87 4.33 -2.39
H -3.52 5.55 -2.34
H -1.75 5.40 -0.64
H -2.78 4.41 0.52
H -1.23 3.78 -0.17
```

ΔE to the lowest compared entry with this formula, charge and spin (kcal/mol): 62.54
HOMO-LUMO gap (eV): 8.041

Record 4
The following is a quantum chemistry calculation of a 9-piece molecular cluster, C17H49O19 overall, from the Open Molecules 2025 dataset.

XYZ file:
```
85
C17H49O19 (ωB97M-V/def2-TZVPD)
O -0.56 0.11 -0.64
C 0.64 0.28 -0.09
O 1.47 -0.61 -0.26
O 0.83 1.19 0.71
H -0.37 -0.78 -0.94
C -3.31 -2.48 1.07
C -3.37 -4.02 1.33
O -3.36 -4.83 0.16
O -4.58 -1.87 0.90
H -2.67 -2.24 0.22
H -2.91 -2.00 1.97
H -4.12 -4.35 2.05
H -2.51 -4.25 1.96
H -4.16 -4.59 -0.32
H -4.48 -1.00 0.50
C -2.18 0.27 3.21
C -1.43 1.57 3.04
O -1.69 2.18 1.72
O -1.86 -0.26 4.47
H -1.80 -0.41 2.45
H -3.26 0.36 3.10
H -0.36 1.38 3.13
H -1.73 2.24 3.85
H -0.90 1.94 1.24
H -1.74 -1.21 4.41
C -3.59 1.23 -2.10
C -4.14 1.69 -0.71
O -3.77 0.74 0.24
O -2.18 1.65 -2.23
H -4.10 1.78 -2.89
H -3.61 0.16 -2.29
H -5.23 1.73 -0.78
H -3.83 2.70 -0.44
H -3.03 1.12 0.73
H -1.61 1.20 -1.60
C 3.55 -0.50 3.31
C 3.02 0.83 3.92
O 2.51 1.66 2.91
O 2.40 -1.20 2.85
H 4.25 -0.99 3.98
H 4.15 -0.28 2.43
H 3.76 1.39 4.49
H 2.21 0.71 4.64
H 1.92 1.21 2.30
H 2.15 -0.97 1.95
C -0.14 -3.72 -1.62
C 0.22 -3.82 -0.14
O 1.51 -3.29 0.16
O -0.24 -2.37 -2.08
H -1.08 -4.25 -1.74
H 0.56 -4.26 -2.25
H -0.08 -4.71 0.41
H -0.41 -3.05 0.30
H 1.45 -2.37 -0.09
H 0.33 -2.21 -2.83
C 4.13 -0.17 -2.61
C 4.67 -0.62 -1.25
O 4.17 0.17 -0.21
O 4.55 1.16 -2.67
H 3.05 -0.21 -2.70
H 4.50 -0.74 -3.46
H 5.76 -0.61 -1.25
H 4.44 -1.66 -1.00
H 3.26 -0.12 -0.06
H 4.01 1.63 -2.04
C 0.76 4.57 1.20
C 1.24 5.91 1.66
O 1.92 5.79 2.82
O 1.84 3.73 0.70
H 0.12 4.68 0.32
H 0.26 4.04 2.01
H 0.40 6.58 1.85
H 1.83 6.40 0.88
H 1.91 6.68 3.18
H 1.51 2.83 0.73
C 0.50 -0.47 -4.49
C -0.79 -0.56 -5.31
O -1.81 -1.24 -4.60
O 1.06 -1.80 -4.28
H 0.38 0.03 -3.53
H 1.23 0.08 -5.08
H -0.52 -1.05 -6.24
H -1.13 0.46 -5.51
H -1.40 -1.95 -4.10
H 1.64 -1.96 -5.04
```

Charge: -1
HOMO-LUMO gap (eV): 8.810

Record 5
The following is a quantum chemistry calculation of a 8-piece molecular cluster, C17H49O8S7 overall, from the Open Molecules 2025 dataset.

XYZ file:
```
81
C17H49O8S7 (ωB97M-V/def2-TZVPD)
C 9.43 -20.56 5.99
C 10.37 -20.56 7.18
C 11.25 -21.78 7.44
O 11.11 -19.41 7.05
H 8.78 -19.69 6.13
H 8.88 -21.49 6.05
H 10.07 -20.44 5.14
H 9.73 -20.61 8.06
H 10.62 -22.52 7.88
H 12.10 -21.58 8.08
H 11.61 -22.23 6.46
C 6.35 -19.07 9.84
S 6.05 -17.59 8.92
O 7.42 -16.92 8.92
C 6.07 -18.34 7.30
H 5.61 -19.78 9.44
H 6.31 -18.91 10.93
H 7.28 -19.43 9.51
H 5.84 -17.60 6.58
H 5.25 -19.08 7.24
H 7.06 -18.75 7.01
C 14.13 -19.01 10.15
S 13.28 -18.22 8.82
O 13.58 -16.73 8.94
C 14.56 -18.78 7.75
H 14.10 -20.05 10.08
H 13.57 -18.82 11.10
H 15.11 -18.62 10.37
H 14.62 -18.07 6.88
H 14.27 -19.78 7.42
H 15.52 -18.70 8.23
C 8.57 -25.00 1.75
S 9.15 -23.46 2.55
O 8.00 -22.48 2.38
C 9.18 -23.95 4.24
H 7.76 -25.33 2.29
H 9.35 -25.76 1.76
H 8.37 -24.67 0.68
H 9.43 -23.03 4.81
H 9.93 -24.69 4.50
H 8.21 -24.39 4.67
C 9.31 -23.01 11.50
S 9.24 -21.28 11.10
O 8.87 -20.63 12.43
C 10.99 -21.03 10.93
H 9.82 -23.09 12.48
H 9.94 -23.46 10.74
H 8.23 -23.43 11.51
H 11.20 -20.16 10.25
H 11.62 -21.88 10.72
H 11.42 -20.64 11.88
C 13.47 -21.61 4.25
S 12.78 -20.02 4.66
O 14.00 -19.11 4.49
C 11.72 -19.74 3.22
H 12.64 -22.28 4.24
H 14.28 -21.99 4.90
H 13.76 -21.68 3.20
H 12.30 -19.74 2.26
H 11.17 -18.79 3.30
H 10.84 -20.43 3.10
C 9.50 -16.54 6.97
S 10.57 -16.88 5.53
O 10.09 -15.87 4.53
C 12.18 -16.36 6.06
H 8.52 -16.88 6.77
H 9.47 -15.53 7.31
H 9.89 -17.28 7.69
H 12.24 -16.35 7.17
H 12.25 -15.35 5.72
H 12.94 -17.03 5.70
C 6.39 -20.65 4.78
S 5.37 -22.10 4.54
O 4.33 -21.98 5.70
C 4.64 -21.28 3.14
H 5.74 -19.78 4.96
H 7.04 -20.57 3.96
H 6.86 -20.84 5.74
H 5.34 -21.18 2.32
H 4.28 -20.23 3.21
H 3.85 -21.90 2.68
```

Charge: -1
ΔE to the lowest compared entry with this formula, charge and spin (kcal/mol): 9.52
HOMO-LUMO gap (eV): 5.351

| no. | largest force on an atom (eV/A) | LUMO level (eV) |
| --- | --- | --- |
| 1 | 5.72 | -9.31 |
| 2 | 3.63 | -0.05 |
| 3 | 3.04 | -0.22 |
| 4 | 2.97 | 2.14 |
| 5 | 3.87 | 1.75 |